#1
ORCA calculation (ωB97M-V/def2-TZVPD) on a 13-piece molecular cluster, C52H78O39 overall.

Cartesian coordinates (Å):
C  1.83625  -4.06457  3.75389
C  3.30815  -4.39653  3.64942
C  3.90266  -5.05201  4.89278
O  4.69294  -6.11668  4.35777
C  4.37068  -6.33780  3.15823
O  4.87612  -7.21899  2.40667
O  3.41565  -5.48997  2.77615
H  1.46112  -3.67202  2.80876
H  1.77256  -3.24130  4.46543
H  1.13941  -4.82956  4.09638
H  3.86654  -3.48618  3.43135
H  3.18407  -5.34383  5.65866
H  4.64363  -4.41997  5.38225
C  -3.17318  2.83341  2.92590
C  -3.37588  4.11424  2.18119
C  -2.22253  4.60328  1.38112
O  -2.75185  4.85931  0.12144
C  -4.00590  4.44378  0.00887
O  -4.74519  4.49751  -0.97020
O  -4.38263  3.96962  1.18812
H  -2.39201  2.97515  3.67274
H  -2.86533  2.00555  2.28716
H  -4.03995  2.58965  3.54022
H  -3.75829  4.87446  2.86231
H  -1.51573  3.77947  1.28167
H  -1.66052  5.41155  1.84904
C  1.95536  -2.16328  -2.44493
C  2.45057  -3.24173  -3.44246
C  1.37292  -3.74136  -4.40709
O  2.07061  -3.83774  -5.64374
C  3.23638  -3.11564  -5.53571
O  4.02524  -2.88499  -6.44757
O  3.43426  -2.64405  -4.26509
H  1.21503  -1.51473  -2.91331
H  2.73642  -1.47277  -2.12676
H  1.41663  -2.66390  -1.64040
H  2.81539  -4.07859  -2.84691
H  0.48934  -3.10460  -4.45084
H  1.07511  -4.73143  -4.06188
C  2.99639  5.65827  5.35865
C  1.70414  4.90898  5.54485
C  0.36940  5.57801  5.26989
O  -0.32254  4.74880  4.37680
C  0.52488  3.76782  3.96891
O  0.31355  2.99775  3.07471
O  1.66005  3.82463  4.65474
H  3.02722  6.09702  4.36133
H  3.90658  5.10796  5.59702
H  3.10157  6.53211  6.00166
H  1.73004  4.55017  6.57377
H  0.54732  6.56677  4.84703
H  -0.29293  5.74039  6.12021
C  -7.10146  2.58314  -3.78708
C  -5.66810  3.13277  -3.97928
C  -4.63346  2.09176  -3.73357
O  -3.68065  2.32723  -4.74666
C  -4.24188  3.11441  -5.67196
O  -3.69195  3.43700  -6.73383
O  -5.42744  3.46605  -5.33167
H  -7.13640  2.20324  -2.76604
H  -7.43621  1.77023  -4.43147
H  -7.85963  3.36143  -3.87395
H  -5.56742  4.02730  -3.36464
H  -5.09711  1.12437  -3.92668
H  -4.28972  2.21417  -2.70646
C  1.65699  0.01172  4.22688
C  0.52359  -0.55627  5.10978
C  -0.46934  0.46653  5.67075
O  -1.63886  0.29619  4.89357
C  -1.47297  -0.69138  4.07449
O  -2.22085  -1.07337  3.23972
O  -0.34084  -1.25954  4.19234
H  2.40101  0.65934  4.69069
H  1.25266  0.60126  3.40404
H  2.18339  -0.85566  3.82858
H  0.92949  -1.08028  5.97510
H  -0.16806  1.51356  5.63818
H  -0.72723  0.12481  6.67316
C  5.31696  -5.81521  -1.50260
C  5.33369  -5.00081  -0.23199
C  6.31811  -3.79192  -0.22277
O  5.54873  -2.72535  0.26293
C  4.27224  -3.08653  0.30556
O  3.35319  -2.37402  0.71782
O  4.08729  -4.34434  -0.16260
H  6.30831  -6.14254  -1.81593
H  5.01930  -5.23547  -2.37632
H  4.62266  -6.65010  -1.40765
H  5.44275  -5.63651  0.64671
H  6.73758  -3.50830  -1.18802
H  7.17734  -4.10734  0.36911
C  -3.80704  -4.38840  4.51382
C  -3.20979  -4.79400  3.14781
C  -1.83343  -4.23948  2.84550
O  -0.97599  -5.38151  2.66327
C  -1.65854  -6.50048  3.03125
O  -1.14595  -7.60512  3.12068
O  -2.95554  -6.20800  3.27738
H  -4.07841  -3.34636  4.68297
H  -2.97099  -4.52479  5.19976
H  -4.72657  -4.90848  4.78232
H  -3.85269  -4.62653  2.28367
H  -1.43403  -3.61955  3.64817
H  -1.89992  -3.52050  2.02896
C  6.24441  0.30955  -4.67446
C  5.14411  -0.08904  -3.79107
C  5.54132  -1.04877  -2.60691
O  4.93346  -0.38517  -1.46191
C  4.35903  0.76794  -1.82985
O  3.69518  1.46010  -1.03986
O  4.64168  1.06330  -3.13230
H  5.90407  0.93613  -5.49888
H  6.82876  -0.53012  -5.05073
H  6.86981  0.99709  -4.10502
H  4.35677  -0.50000  -4.42298
H  6.61188  -1.03326  -2.40258
H  5.13274  -2.04871  -2.75278
C  0.40547  5.32410  -1.89702
C  -0.60586  5.77115  -2.93129
C  -1.66731  4.76615  -3.21108
O  -2.85831  5.50802  -3.29574
C  -2.68031  6.71648  -2.73341
O  -3.57699  7.47985  -2.38764
O  -1.34976  6.88804  -2.48224
H  0.94661  4.39925  -2.09692
H  0.06761  5.32235  -0.86070
H  1.25774  5.98690  -2.04674
H  -0.13488  6.03161  -3.87915
H  -1.76079  3.93168  -2.51610
H  -1.51352  4.32284  -4.19491
C  0.44855  -1.01272  1.11325
C  -0.13582  0.38809  0.98270
C  0.71492  1.41344  0.29981
O  -0.17073  2.17833  -0.47314
C  -1.30821  1.42392  -0.65147
O  -2.13551  1.66887  -1.48824
O  -1.19100  0.30643  0.03836
H  0.85802  -1.32451  0.15240
H  -0.33135  -1.74660  1.31641
H  1.16062  -1.23662  1.90755
H  -0.61015  0.73278  1.90157
H  1.45147  0.90637  -0.32346
H  1.37610  2.01075  0.92764
C  -5.36160  -0.41001  1.33574
C  -4.67393  -0.33706  -0.04471
C  -3.98932  -1.63961  -0.51918
O  -4.37999  -1.81423  -1.83988
C  -5.47457  -1.03331  -2.10088
O  -6.10767  -1.01562  -3.16737
O  -5.69526  -0.22158  -0.98997
H  -4.53729  -0.28227  2.03737
H  -5.77212  -1.35709  1.68588
H  -6.12582  0.35615  1.46640
H  -3.98457  0.50319  -0.12772
H  -4.34978  -2.43414  0.13418
H  -2.91993  -1.54042  -0.33298
C  -1.67127  -0.41632  -3.87487
C  -0.96193  0.37179  -4.96313
C  -0.64907  1.80678  -4.60746
O  0.72440  2.00344  -4.96753
C  1.25456  0.84596  -5.22628
O  2.44457  0.71279  -5.46363
O  0.36238  -0.16436  -5.22257
H  -1.29033  -0.31365  -2.85877
H  -1.71250  -1.46764  -4.15970
H  -2.72231  -0.13605  -3.80521
H  -1.46704  0.37937  -5.92900
H  -0.70303  2.05521  -3.54752
H  -1.36295  2.39281  -5.18631

charge	0
molecular weight	1327.2	g/mol
gap between HOMO and LUMO	0.3531	Ha
LUMO energy	-0.53	eV

=====

#2
ORCA calculation (ωB97M-V/def2-TZVPD) on a 13-piece molecular cluster, C52H78O39 overall.

Cartesian coordinates (Å):
C  -2.61858  -0.56981  4.88973
C  -3.66563  0.55102  4.71825
C  -5.00249  0.17634  5.26566
O  -5.26104  1.14715  6.25228
C  -4.11459  1.86842  6.43649
O  -4.02408  2.66039  7.41786
O  -3.19371  1.56630  5.56446
H  -1.61358  -0.17963  4.72895
H  -2.65971  -1.32794  4.10766
H  -2.56740  -1.17333  5.79597
H  -3.69447  0.90486  3.68768
H  -4.96769  -0.84991  5.63129
H  -5.68321  0.21274  4.41514
C  2.11325  -8.80010  2.12100
C  0.86562  -7.89697  2.20168
C  0.80230  -7.23376  3.50955
O  0.99327  -5.89864  3.26740
C  0.97195  -5.65428  1.92933
O  1.05749  -4.53746  1.42566
O  1.00269  -6.81429  1.28324
H  3.04064  -8.22744  2.11056
H  2.14864  -9.41707  1.22311
H  2.09605  -9.32183  3.07787
H  -0.00145  -8.51387  1.96565
H  1.51052  -7.67321  4.21199
H  -0.21719  -7.32460  3.88437
C  -1.47531  -0.00936  -4.29698
C  -1.60150  -1.14404  -3.26724
C  -2.92509  -1.91620  -3.39430
O  -2.50841  -3.29157  -3.53293
C  -1.23233  -3.32328  -3.78983
O  -0.62974  -4.33321  -4.02135
O  -0.67473  -2.11824  -3.61528
H  -2.28674  0.71466  -4.22313
H  -1.41113  -0.29026  -5.34821
H  -0.64918  0.62697  -3.97964
H  -1.57475  -0.83501  -2.22231
H  -3.40316  -1.56117  -4.30726
H  -3.52923  -1.62031  -2.53664
C  -2.87038  2.96296  1.53073
C  -3.96290  3.95375  1.94820
C  -5.34848  3.74922  1.28311
O  -6.23783  4.01987  2.33992
C  -5.62577  3.79812  3.48559
O  -6.10477  3.84336  4.61313
O  -4.29895  3.54646  3.20889
H  -3.33923  1.98152  1.45972
H  -2.05010  2.95661  2.24851
H  -2.51880  3.10801  0.50924
H  -3.67320  5.00036  2.04185
H  -5.38681  2.72130  0.92255
H  -5.44801  4.41458  0.42551
C  0.61358  -0.61776  1.50161
C  0.38564  0.21472  0.25934
C  0.33726  1.74383  0.37130
O  0.98421  2.14364  -0.82067
C  1.90675  1.17969  -1.12454
O  2.91176  1.37460  -1.88229
O  1.60147  0.04531  -0.45896
H  1.40051  -0.20568  2.13330
H  0.78234  -1.65610  1.21617
H  -0.32154  -0.56583  2.05924
H  -0.40733  -0.24370  -0.33153
H  0.78686  2.16161  1.27210
H  -0.69256  2.10092  0.36434
C  6.04853  3.60599  -0.15442
C  5.32009  3.31168  1.15898
C  3.80307  3.20942  0.99681
O  3.49539  1.94334  1.61795
C  4.61386  1.32325  1.96967
O  4.62116  0.19711  2.43594
O  5.69016  2.00914  1.65685
H  5.62233  2.99429  -0.94957
H  7.12035  3.42015  -0.22345
H  5.94581  4.66139  -0.40680
H  5.57315  4.17882  1.76899
H  3.53143  3.24656  -0.05814
H  3.36138  4.04005  1.54732
C  -7.10061  -1.92174  0.05179
C  -6.15200  -0.75404  0.15930
C  -5.91751  -0.21305  1.56156
O  -4.51818  -0.40060  1.72739
C  -4.02594  -0.97933  0.62650
O  -2.87266  -1.22936  0.49840
O  -4.92326  -1.16849  -0.24697
H  -8.12808  -1.55796  0.04434
H  -7.09151  -2.72767  0.78562
H  -7.04826  -2.35551  -0.94681
H  -6.47672  0.09120  -0.44751
H  -6.60752  -0.66659  2.27309
H  -6.20353  0.83870  1.57334
C  2.36904  -2.76145  4.13977
C  3.84401  -3.11088  3.84107
C  4.14467  -4.55432  4.34906
O  4.71764  -5.16005  3.21478
C  4.66844  -4.41794  2.16752
O  5.18015  -4.76865  1.10676
O  4.12613  -3.18541  2.46391
H  2.23060  -2.55665  5.20137
H  1.62683  -3.50904  3.85992
H  2.00745  -1.92393  3.54319
H  4.47002  -2.30640  4.22714
H  3.23021  -5.04434  4.68334
H  4.81263  -4.58723  5.20977
C  -0.29600  6.30239  -4.70615
C  0.69814  5.11274  -4.67756
C  0.20298  3.87481  -3.99595
O  0.36508  2.89767  -4.97106
C  0.88697  3.33658  -6.10794
O  1.29781  2.63058  -7.05447
O  0.93364  4.66741  -6.05676
H  0.15800  7.08238  -5.31738
H  -0.27664  6.67916  -3.68352
H  -1.27748  5.96619  -5.04048
H  1.65305  5.43081  -4.25913
H  -0.79915  3.98850  -3.58254
H  0.85552  3.58727  -3.17156
C  -0.72680  7.27605  1.49277
C  -0.94694  6.99977  0.01049
C  -0.94364  5.54093  -0.33980
O  -2.16282  5.29804  -1.08443
C  -2.90844  6.36902  -1.10235
O  -4.02342  6.47012  -1.56448
O  -2.27287  7.40865  -0.47886
H  0.26119  6.93031  1.79683
H  -1.46190  6.83361  2.16505
H  -0.78073  8.32855  1.77103
H  -0.15909  7.41688  -0.61675
H  -0.75851  4.93041  0.54399
H  -0.09303  5.37376  -1.00058
C  4.64182  3.06891  -4.29728
C  4.92080  4.54852  -4.44577
C  6.14259  4.95176  -3.57168
O  7.03322  5.43952  -4.53028
C  6.55437  5.31030  -5.77800
O  7.15435  5.64061  -6.82031
O  5.30096  4.81391  -5.70029
H  3.97244  2.68192  -5.06558
H  4.16182  2.88997  -3.33516
H  5.59044  2.53235  -4.27956
H  4.16440  5.33018  -4.37515
H  6.45473  4.00601  -3.12872
H  5.96137  5.70813  -2.80802
C  -1.43533  -4.01775  -0.35005
C  -2.50019  -5.01070  -0.28931
C  -2.60759  -5.84110  -1.58244
O  -2.86565  -7.15129  -1.19546
C  -2.53501  -7.20706  0.12490
O  -2.70151  -8.23767  0.81504
O  -2.09834  -6.04884  0.59902
H  -1.68391  -3.18388  -1.00652
H  -0.46433  -4.40358  -0.66055
H  -1.35332  -3.63239  0.66626
H  -3.48219  -4.62086  -0.02139
H  -1.73604  -5.81840  -2.23665
H  -3.45730  -5.39944  -2.10304
C  1.84355  -2.96233  -2.19975
C  2.82130  -3.63787  -1.30407
C  2.66960  -5.13568  -1.35546
O  3.94114  -5.57740  -1.83456
C  4.58331  -4.54247  -2.26326
O  5.63110  -4.60488  -2.85596
O  3.99067  -3.44318  -1.94045
H  0.86050  -3.12663  -1.75846
H  1.86022  -3.37898  -3.20684
H  1.92904  -1.87880  -2.28190
H  2.84246  -3.27106  -0.27787
H  1.93972  -5.40710  -2.11816
H  2.58106  -5.62923  -0.38763

charge	0
molecular weight	1327.2	g/mol
gap between HOMO and LUMO	0.3192	Ha
LUMO energy	-0.81	eV

=====

What should be chosen as the most stable of them? Choose #1.

=====

#1
ORCA calculation (ωB97M-V/def2-TZVPD) on a 2-piece molecular cluster, C3H7BrS overall.

Cartesian coordinates (Å):
C  -0.26114  2.01922  -0.30846
C  0.90197  -1.68591  0.49911
C  -0.99310  -0.32955  -0.91561
S  -0.85994  -1.35677  0.49835
Br  -2.79992  -0.39753  -1.69743
H  -1.14248  2.35912  0.14521
H  0.68936  2.05308  0.15359
H  -0.09986  2.41924  -1.26787
H  1.04144  -2.33703  -0.41914
H  1.31993  -1.92712  1.45921
H  1.36693  -0.77415  0.14654
H  -0.24204  -0.66679  -1.70747

charge	0
molecular weight	155.1	g/mol
gap between HOMO and LUMO (alpha / beta)	0.2941 / 0.2925	Ha
LUMO energy (alpha / beta)	-0.26 / 0.04	eV

=====

#2
ORCA calculation (ωB97M-V/def2-TZVPD) on a 2-piece molecular cluster, C3H7BrS overall.

Cartesian coordinates (Å):
C  -0.39025  1.75341  0.66434
C  0.39553  -1.74164  -0.51271
C  -1.80960  -0.31497  -0.43972
S  -1.25443  -1.72483  0.33816
Br  -3.57955  0.26567  0.05826
H  -1.23120  2.34235  0.78103
H  -0.15287  1.01469  1.47181
H  0.29638  1.90108  -0.06524
H  0.28887  -1.39088  -1.50528
H  0.98902  -2.65714  -0.42890
H  0.77402  -0.87324  -0.07771
H  -1.56880  -0.28267  -1.58280

charge	0
molecular weight	155.1	g/mol
gap between HOMO and LUMO (alpha / beta)	0.3053 / 0.2939	Ha
LUMO energy (alpha / beta)	-0.04 / 0.40	eV

=====

What should be chosen as the most stable of them? Choose #1.

=====

#1
ORCA calculation (ωB97M-V/def2-TZVPD) on the molecule H2N2O3.

Cartesian coordinates (Å):
O  -0.85287  1.95701  0.16182
N  -0.93285  0.79380  0.55521
N  -0.26053  -0.17536  0.12113
O  -0.37428  -1.44226  0.63530
O  0.94186  -0.19507  -0.89295
H  0.54433  -1.62871  0.89585
H  0.93435  0.69060  -1.47637

charge	0
SMILES	O=NN(O)O
molecular weight	78.0	g/mol
gap between HOMO and LUMO	0.3630	Ha
LUMO energy	0.10	eV

=====

#2
ORCA calculation (ωB97M-V/def2-TZVPD) on a 2-piece molecular cluster, H2N2O3 overall.

Cartesian coordinates (Å):
O  -1.17614  1.50641  0.06654
N  -1.39940  0.32911  0.15166
N  -0.91034  -0.69032  -0.04128
O  -1.00179  -1.86068  0.03620
O  1.53632  0.03374  0.22747
H  1.81921  -0.22818  -0.60952
H  1.13215  0.90993  0.16894

charge	0
SMILES	O=NN=O.O
molecular weight	78.0	g/mol
gap between HOMO and LUMO	0.3298	Ha
LUMO energy	-1.07	eV

=====

What should be chosen as the most stable of them? Choose #2.